(1)
Formula: C5H14OP
Source: the Open Molecules 2025 dataset
Level of theory: ωB97M-V with the def2-TZVPD basis set

## Properties
spin multiplicity: 3
E_LUMO (alpha / beta): -2.86 / -10.23 eV
energy relative to the best compared isomer or geometry (same formula, charge and spin): 316.4 kJ/mol
energy: -16734.0559 eV
total charge: +1
F_max: 4.280 eV/A
HOMO level (alpha / beta): -8.302 / -15.445 eV

```
21
Properties=species:S:1:pos:R:3:mulliken_spin:R:1
C 2.3005 0.6297 1.3507 0.078
C -1.9372 0.9159 -1.4228 0.069
C -0.6294 -1.2551 1.3130 0.029
C 1.2935 0.9246 0.2173 0.076
C -1.0464 -0.2813 -1.5698 0.392
O 1.1567 -1.7663 -0.7285 0.147
P 0.1928 -0.5731 -0.1720 0.882
H 1.9660 0.2555 2.2774 -0.001
H 2.9530 -0.2066 1.1740 -0.012
H 3.0039 1.4327 1.7077 0.023
H -2.3908 0.8270 -0.4801 0.002
H -1.4584 1.8251 -1.7147 0.004
H -2.7614 0.6908 -2.0438 0.082
H -0.0687 -1.0863 2.2279 0.014
H -0.7713 -2.2414 1.1578 0.007
H -1.6407 -0.8818 1.2990 0.035
H 1.9863 1.1483 -0.6557 -0.001
H 0.8360 1.8889 0.4245 0.032
H -0.5480 -0.2983 -2.6036 0.053
H -1.8481 -1.0889 -1.3464 0.090
H 2.0408 -1.8063 -0.1908 -0.003
```

=====

(2)
Formula: C17H41ClN18O12
Source: the Open Molecules 2025 dataset
Level of theory: ωB97M-V with the def2-TZVPD basis set

## Properties
spin multiplicity: 1
E_LUMO: -1.10 eV
energy: -82216.9446 eV
total charge: 0
SMILES: O=C1C=CC(=O)C(CC(=O)Cl)=C1.NC(N)=O.NC(N)=O.NC(N)=O.NC(N)=O.NC(N)=O.NC(N)=O.NC(N)=O.NC(N)=O.NC(N)=O
F_max: 0.957 eV/A
HOMO level: -9.442 eV

```
89
Properties=species:S:1:pos:R:3:lowdin_charge:R:1
O -2.4800 0.2430 -5.2233 0.097
C -1.6800 0.0364 -4.3318 -0.382
C -0.3286 -0.5456 -4.5655 0.024
C 0.6852 -0.1165 -3.8179 0.048
C 0.3684 0.9448 -2.8309 -0.314
O 1.1117 1.8841 -2.6223 0.085
C -0.9527 0.7763 -2.1387 -0.116
C -1.1514 1.0841 -0.6865 -0.110
C 0.0345 0.7898 0.1582 -0.786
O 0.9646 0.0934 -0.1643 0.008
Cl -0.0235 1.5022 1.7395 0.808
C -1.9614 0.3470 -2.8995 0.068
H -0.2101 -1.3011 -5.3251 0.119
H 1.7072 -0.4779 -3.8840 0.088
H -1.9419 0.4337 -0.3151 0.142
H -1.5077 2.0946 -0.5087 0.102
H -2.9469 0.2004 -2.4875 0.132
N -1.6386 5.8066 -0.5254 0.157
C -1.6458 5.0802 0.6363 -0.657
N -2.2115 5.6912 1.7085 0.163
O -1.1710 3.9512 0.6966 -0.047
H -2.0182 6.7299 -0.6036 0.093
H -1.2267 5.3804 -1.3342 0.084
H -2.2417 5.1883 2.5779 0.078
H -2.6074 6.6098 1.6760 0.095
N -0.2203 -3.2994 4.3794 0.150
C -0.0872 -2.1695 3.6186 -0.685
N 0.3988 -2.3863 2.3559 0.164
O -0.3735 -1.0598 4.0281 0.009
H 0.0156 -4.2163 4.0491 0.079
H -0.5715 -3.1928 5.3113 0.099
H 0.5228 -1.5826 1.7680 0.064
H 0.6411 -3.2948 2.0022 0.084
N 0.4152 -7.6590 3.3322 0.152
C -0.0359 -6.8495 2.3278 -0.692
N -1.3953 -6.7639 2.2179 0.154
O 0.7211 -6.2420 1.5856 0.009
H -0.1894 -8.1617 3.9533 0.095
H 1.4080 -7.7461 3.4403 0.103
H -1.7584 -6.1713 1.4946 0.096
H -2.0415 -7.2472 2.8167 0.094
N -1.3316 3.8813 -5.4980 0.159
C -0.7450 4.9578 -4.8874 -0.686
N 0.1679 4.6483 -3.9181 0.162
O -1.0213 6.1069 -5.1866 0.017
H -1.1214 2.9284 -5.2710 0.077
H -2.0073 4.0724 -6.2125 0.103
H 0.6166 5.4133 -3.4520 0.103
H 0.4071 3.7096 -3.6549 0.058
N -5.8964 6.2047 4.6659 0.150
C -5.0569 5.1968 4.2811 -0.667
N -5.6296 3.9614 4.1821 0.154
O -3.8760 5.3866 4.0432 0.017
H -6.8682 6.0713 4.8671 0.092
H -5.5024 7.1222 4.7499 0.102
H -5.0360 3.2027 3.9036 0.107
H -6.5956 3.7801 4.3733 0.092
N -6.0025 -7.2570 0.0748 0.152
C -4.8192 -7.3920 0.7421 -0.682
N -3.7184 -7.6091 -0.0381 0.151
O -4.7379 -7.3228 1.9584 0.015
H -6.0875 -7.3106 -0.9216 0.093
H -6.8235 -7.0963 0.6268 0.104
H -2.8466 -7.7137 0.4449 0.070
H -3.7355 -7.6720 -1.0377 0.096
N 5.2678 0.1874 -0.3345 0.119
C 4.7673 1.0599 -1.2854 -0.691
N 3.4218 1.2160 -1.2587 0.186
O 5.5036 1.6360 -2.0679 0.027
H 4.6927 -0.2961 0.3309 0.099
H 6.2616 0.0506 -0.3144 0.106
H 3.0093 1.8437 -1.9280 0.084
H 2.8223 0.7405 -0.6103 0.060
N 5.5668 2.0833 2.2713 0.151
C 6.2020 3.1598 2.8255 -0.688
N 6.6029 4.1133 1.9290 0.147
O 6.3989 3.2634 4.0237 0.018
H 5.4003 1.9810 1.2873 0.059
H 5.2575 1.3641 2.8964 0.099
H 7.0723 4.9178 2.2971 0.099
H 6.4502 4.0448 0.9405 0.093
N 3.2377 -3.5634 -3.6223 0.156
C 3.7515 -2.4124 -3.0923 -0.651
N 4.6796 -2.5772 -2.1089 0.166
O 3.4062 -1.3025 -3.4681 0.015
H 3.5093 -4.4802 -3.3241 0.093
H 2.5552 -3.4705 -4.3494 0.099
H 5.0693 -1.7420 -1.7047 0.070
H 4.9850 -3.4717 -1.7774 0.095
```

=====

(3)
Formula: C3H2O3
Source: the Open Molecules 2025 dataset
Level of theory: ωB97M-V with the def2-TZVPD basis set

## Properties
spin multiplicity: 1
E_LUMO: -0.91 eV
energy relative to the best compared isomer or geometry (same formula, charge and spin): 338.0 kJ/mol
energy: -9282.0231 eV
total charge: 0
F_max: 1.446 eV/A
HOMO level: -8.717 eV

```
8
Properties=species:S:1:pos:R:3:nbo_charge:R:1
O -2.1051 0.4919 0.9908 -0.414
C -0.9860 0.2612 0.8389 0.455
C -0.0495 0.3811 -0.8848 0.448
O -0.5219 1.1118 -1.6890 -0.440
C 0.9973 -0.4428 -0.4270 0.079
O 1.3477 -0.3414 0.8072 -0.613
H 0.2243 -0.0560 1.3140 0.298
H 1.0933 -1.4057 -0.9501 0.188
```

=====

(4)
Formula: C33H56F6N8O2S
Source: the Open Molecules 2025 dataset
Level of theory: ωB97M-V with the def2-TZVPD basis set

## Properties
spin multiplicity: 1
E_LUMO: 0.49 eV
energy: -78284.9644 eV
total charge: 0
SMILES: O=S(=O)(F)NCCCC(F)(F)C(F)(F)F.CCCC#N.CCCC#N.CCCC#N.CCCC#N.CCCC#N.CCCC#N.CCCC#N
F_max: 1.708 eV/A
HOMO level: -10.991 eV

```
106
Properties=species:S:1:pos:R:3:lowdin_charge:R:1
O 3.0344 -2.2900 -1.0331 -0.254
S 2.5722 -1.0170 -1.4493 0.529
O 2.2317 -0.8474 -2.8111 -0.236
F 3.6752 0.0312 -1.1381 -0.160
N 1.3675 -0.5054 -0.4631 -0.084
C 1.1863 0.9802 -0.6112 -0.214
C -0.2323 1.4736 -0.4376 -0.168
C -1.1387 1.4057 -1.6697 -0.062
C -1.7044 0.0685 -2.0563 -0.432
F -2.4805 0.2537 -3.1770 0.103
F -0.7525 -0.8416 -2.3911 0.117
C -2.6609 -0.5752 -1.0310 -0.518
F -3.6829 0.2623 -0.7796 0.165
F -2.0574 -0.9177 0.1181 0.159
F -3.1782 -1.7074 -1.5779 0.138
H 1.6879 -0.7307 0.4774 0.113
H 1.7703 1.4455 0.1730 0.082
H 1.6266 1.3101 -1.5423 0.110
H -0.1341 2.5232 -0.1918 0.102
H -0.6623 1.0124 0.4424 0.110
H -1.9997 2.0313 -1.4680 0.130
H -0.6121 1.8144 -2.5218 0.138
C -0.9851 -3.8697 -0.4378 -0.100
C 0.3255 -4.6424 -0.4572 -0.253
C 0.1384 -6.1318 -0.1448 -0.188
C -0.4578 -6.3314 1.1790 -0.252
N -0.9094 -6.4702 2.2204 0.146
H -1.4419 -3.8881 0.5536 0.080
H -0.8104 -2.8341 -0.7031 0.039
H -1.6993 -4.2856 -1.1513 0.084
H 1.0156 -4.1990 0.2641 0.099
H 0.7939 -4.5512 -1.4379 0.113
H 1.0975 -6.6500 -0.1729 0.113
H -0.5158 -6.5997 -0.8817 0.119
C 7.7358 0.5442 -1.1088 -0.104
C 7.6705 1.4982 -2.2960 -0.256
C 7.0796 2.8651 -1.9307 -0.177
C 5.7110 2.7272 -1.4328 -0.201
N 4.6427 2.6190 -1.0421 0.171
H 6.7406 0.3236 -0.7201 0.065
H 8.1882 -0.4018 -1.4038 0.074
H 8.3335 0.9656 -0.2983 0.078
H 7.0746 1.0474 -3.0912 0.113
H 8.6738 1.6517 -2.6963 0.108
H 7.0618 3.5212 -2.8007 0.120
H 7.6784 3.3489 -1.1582 0.122
C 5.0038 -5.6390 1.8961 -0.106
C 4.2294 -5.8834 3.1867 -0.258
C 2.8701 -5.1758 3.2064 -0.183
C 3.0319 -3.7266 3.0858 -0.240
N 3.1594 -2.5958 2.9789 0.147
H 5.2351 -4.5815 1.7642 0.071
H 5.9480 -6.1831 1.9080 0.071
H 4.4340 -5.9719 1.0266 0.073
H 4.8252 -5.5484 4.0375 0.111
H 4.0631 -6.9542 3.3142 0.108
H 2.3407 -5.3876 4.1347 0.121
H 2.2465 -5.5239 2.3818 0.098
C -6.3267 -2.2015 -2.3067 -0.101
C -7.1437 -3.1256 -1.4139 -0.260
C -7.8996 -4.2064 -2.1961 -0.189
C -8.8508 -3.6151 -3.1392 -0.244
N -9.5958 -3.1541 -3.8732 0.145
H -6.9635 -1.6471 -2.9972 0.077
H -5.7877 -1.4740 -1.7040 0.057
H -5.5964 -2.7642 -2.8912 0.079
H -7.8520 -2.5279 -0.8371 0.085
H -6.4791 -3.6150 -0.6987 0.109
H -8.4548 -4.8542 -1.5171 0.113
H -7.2021 -4.8298 -2.7568 0.119
C 2.9531 5.7371 1.3302 -0.113
C 3.6621 4.8258 2.3243 -0.253
C 3.3622 3.3427 2.0831 -0.185
C 1.9311 3.0622 2.2197 -0.231
N 0.8112 2.8478 2.3143 0.170
H 1.8682 5.6544 1.4174 0.070
H 3.2176 6.7791 1.5117 0.068
H 3.2344 5.4913 0.3044 0.074
H 3.3716 5.0967 3.3409 0.111
H 4.7398 4.9762 2.2489 0.108
H 3.8992 2.7184 2.7973 0.122
H 3.6758 3.0484 1.0785 0.067
C -7.2744 -2.8513 3.4946 -0.108
C -8.7404 -2.4335 3.4746 -0.260
C -9.2409 -2.0881 2.0679 -0.190
C -8.4860 -0.9704 1.4985 -0.252
N -7.8859 -0.0986 1.0665 0.157
H -6.6259 -2.0424 3.1562 0.071
H -6.9663 -3.1177 4.5051 0.072
H -7.1036 -3.7168 2.8515 0.074
H -8.8830 -1.5734 4.1307 0.111
H -9.3549 -3.2433 3.8714 0.107
H -10.2947 -1.8113 2.0909 0.118
H -9.1350 -2.9477 1.4041 0.110
C 1.2256 7.9777 -1.9178 -0.109
C 1.3263 9.0682 -0.8575 -0.261
C 2.2836 10.1979 -1.2517 -0.189
C 3.6426 9.6889 -1.4477 -0.246
N 4.7033 9.2914 -1.6009 0.144
H 2.1864 7.4872 -2.0791 0.068
H 0.5151 7.2115 -1.6082 0.072
H 0.8870 8.3863 -2.8715 0.076
H 1.6554 8.6267 0.0849 0.099
H 0.3362 9.4921 -0.6829 0.108
H 2.3146 10.9625 -0.4757 0.116
H 1.9559 10.6730 -2.1770 0.120
```

=====

(5)
Formula: C33H54O27
Source: the Open Molecules 2025 dataset
Level of theory: ωB97M-V with the def2-TZVPD basis set

## Properties
spin multiplicity: 1
E_LUMO: -0.01 eV
energy relative to the best compared isomer or geometry (same formula, charge and spin): 172.9 kJ/mol
energy: -90373.3612 eV
total charge: 0
SMILES: C[C@H]1COC(=O)O1.C[C@H]1COC(=O)O1.C[C@H]1COC(=O)O1.C[C@H]1COC(=O)O1.C[C@H]1COC(=O)O1.C[C@H]1COC(=O)O1.COC(=O)OC.COC(=O)OC.COC(=O)OC
F_max: 8.656 eV/A
HOMO level: -9.538 eV

```
114
Properties=species:S:1:pos:R:3:lowdin_charge:R:1
C 1.8612 2.1540 -0.6924 0.005
C 2.5612 2.2960 -2.0484 -0.242
C 2.0362 1.3010 -3.0884 -0.077
O 1.6892 2.1950 -4.1074 0.098
C 1.6642 3.4520 -3.6994 -0.697
O 1.1822 4.3710 -4.3364 0.132
O 2.1652 3.5510 -2.6044 0.153
H 2.1982 1.1880 -0.2334 0.090
H 0.7652 2.0700 -0.7044 0.092
H 2.0892 2.9860 -0.0534 0.066
H 3.6332 2.3580 -1.9894 0.130
H 1.1032 0.8050 -2.6704 0.143
H 2.7832 0.5460 -3.3164 0.121
C 5.3082 4.8060 -0.5884 0.004
C 5.4002 3.4540 0.1086 -0.323
C 6.6222 3.2920 1.0716 -0.120
O 6.0972 2.6640 2.1616 0.082
C 4.7742 2.7290 2.1936 -0.533
O 4.1452 2.4480 3.2016 0.132
O 4.3602 3.2630 1.0406 0.077
H 5.2562 5.5130 0.2766 0.110
H 4.4152 4.7770 -1.1684 0.063
H 6.1752 5.0210 -1.2234 0.098
H 5.4792 2.6400 -0.6124 0.114
H 7.0662 4.2680 1.4696 0.157
H 7.4592 2.7650 0.5736 0.138
C -3.8058 -1.6250 0.2406 -0.014
C -5.1748 -0.9770 0.5956 -0.228
C -6.2628 -1.9530 1.2776 -0.069
O -6.4248 -1.3850 2.5146 0.098
C -5.6508 -0.3840 2.6956 -0.657
O -5.5728 0.1840 3.7676 0.142
O -4.9718 -0.0380 1.6476 0.116
H -3.7798 -2.3620 -0.5544 0.071
H -3.4108 -2.1180 1.1296 0.078
H -3.0958 -0.8320 -0.0884 0.081
H -5.5848 -0.5970 -0.3564 0.129
H -5.7868 -2.9220 1.4466 0.127
H -7.1478 -2.1220 0.7096 0.122
C 2.9902 -0.7280 1.5746 0.020
C 1.5922 -1.3890 1.2666 -0.257
C 0.5092 -0.6430 2.0276 -0.096
O -0.4538 -0.5050 1.0586 0.097
C 0.0222 -0.6480 -0.1344 -0.570
O -0.6808 -0.4820 -1.1614 0.073
O 1.2502 -1.1390 -0.0724 0.073
H 3.4962 -1.0320 2.4756 0.095
H 3.0012 0.3150 1.5496 0.032
H 3.6232 -0.9480 0.7036 0.049
H 1.5772 -2.4190 1.5626 0.142
H 0.8152 0.3330 2.3636 0.102
H 0.1692 -1.2280 2.9056 0.145
C -0.1398 3.1580 1.9666 0.004
C 0.7742 2.8450 3.1776 -0.311
C 1.0452 4.0170 4.1626 -0.053
O 0.1682 3.6630 5.2516 0.074
C -0.1928 2.3750 5.1486 -0.556
O -0.8228 1.7870 5.9946 0.145
O 0.1892 1.8290 3.9806 0.060
H -0.2818 2.2720 1.3136 0.080
H 0.3302 3.9620 1.4326 0.077
H -1.0508 3.5550 2.3156 0.079
H 1.6842 2.4270 2.7956 0.107
H 0.7322 4.9060 3.5826 0.133
H 2.1292 4.0900 4.5196 0.152
C -1.7758 -3.1790 -3.0714 -0.016
C -1.0948 -4.1250 -2.1124 -0.270
C 0.4172 -4.0430 -1.8774 -0.109
O 0.5402 -4.1800 -0.5084 0.080
C -0.6178 -3.9050 0.0736 -0.561
O -0.6968 -3.7130 1.2996 0.121
O -1.5838 -3.8430 -0.7954 0.110
H -1.5338 -2.1420 -2.9154 0.058
H -2.8848 -3.2200 -3.0764 0.099
H -1.3878 -3.2460 -4.0964 0.096
H -1.4028 -5.1060 -2.3554 0.140
H 0.7482 -3.0550 -2.2124 0.125
H 1.0062 -4.8130 -2.4074 0.148
C -6.0298 -0.3210 -7.0904 -0.067
O -5.1508 0.2210 -6.1464 -0.004
C -5.1178 -0.2140 -4.8734 -0.378
O -5.9968 -1.2190 -4.3654 -0.086
O -4.2278 0.4080 -4.1124 0.022
C -4.0238 -0.0240 -2.7984 -0.059
H -5.9728 -1.4320 -7.0924 0.108
H -5.6518 -0.0670 -8.0914 0.096
H -7.0468 0.0540 -7.0674 0.097
H -3.0628 0.3330 -2.3974 0.101
H -4.0328 -1.0700 -2.7414 0.052
H -4.8048 0.3470 -2.1034 0.102
C -6.1578 -3.9960 4.8156 -0.029
O -5.3838 -2.8690 5.1446 0.001
C -4.1958 -2.6810 4.6196 -0.365
O -3.6198 -3.5980 3.6866 -0.088
O -3.5268 -1.5070 4.9506 -0.025
C -2.5208 -1.0460 4.0496 -0.075
H -6.3448 -3.7940 3.7726 0.083
H -7.0358 -4.0640 5.4806 0.109
H -5.6048 -4.9210 4.9716 0.099
H -2.7618 -0.5960 3.0616 0.080
H -1.6438 -1.8410 3.8606 0.123
H -2.0588 -0.0940 4.5266 0.108
C 3.8472 -2.1130 -1.7584 -0.031
O 4.9212 -1.7070 -2.6224 -0.021
C 5.6512 -0.6390 -2.2694 -0.315
O 5.2582 0.1100 -1.1394 -0.071
O 6.7512 -0.3290 -3.1064 -0.009
C 7.5552 0.7010 -2.6474 -0.097
H 3.3712 -3.0240 -2.1684 0.094
H 3.1482 -1.1730 -1.8484 0.113
H 4.1702 -2.3530 -0.6904 0.117
H 7.0672 1.6380 -2.4064 0.080
H 8.3712 0.9130 -3.3594 0.110
H 8.0352 0.3830 -1.7314 0.095
```

=====

(6)
Formula: H20O10
Source: the Open Molecules 2025 dataset
Level of theory: ωB97M-V with the def2-TZVPD basis set

## Properties
spin multiplicity: 1
E_LUMO: -0.50 eV
energy relative to the best compared isomer or geometry (same formula, charge and spin): 745.0 kJ/mol
energy: -20794.8917 eV
total charge: 0
SMILES: O.O.O.O.O.O.O.O.O.O
F_max: 19.385 eV/A
HOMO level: -9.842 eV

```
30
Properties=species:S:1:pos:R:3:nbo_charge:R:1
O -1.0177 2.2889 1.9721 -1.000
H -1.0458 1.4768 2.6605 0.493
H -0.7620 3.0599 2.5005 0.481
O 1.8815 -1.6450 0.0336 -0.959
H 1.1076 -1.3732 -0.3507 0.470
H 2.3595 -1.8141 -0.7957 0.463
O -1.0837 -0.1070 3.5214 -0.900
H -1.3556 -0.6877 2.9083 0.461
H -2.0032 0.1628 3.6590 0.446
O 1.2732 2.0839 0.5916 -0.892
H 1.2182 1.3610 0.3085 0.424
H 0.6098 1.8402 1.1550 0.466
O -0.9685 -2.1699 -2.4208 -0.957
H -0.9197 -1.8891 -3.3137 0.486
H -0.2484 -2.6472 -2.1536 0.481
O -1.3802 -1.2363 1.4381 -0.946
H -2.3321 -1.2117 1.4419 0.487
H -1.1392 -2.1978 1.2882 0.514
O 1.5223 0.5353 -3.8151 -0.916
H 0.7126 0.5264 -3.4182 0.459
H 1.3101 1.2222 -4.3604 0.456
O 2.8514 0.1791 2.0568 -0.955
H 2.2949 0.7242 1.5524 0.449
H 2.5980 -0.4218 1.3401 0.474
O 0.2131 -0.1232 -0.3367 -0.956
H -0.4570 -0.1754 0.3549 0.497
H -0.1973 0.3006 -0.9695 0.474
O -1.3235 0.8641 -2.3374 -0.988
H -2.2297 1.2055 -2.5050 0.492
H -1.4888 -0.1315 -2.0061 0.496
```

=====

- energy of number 5 (C33H54O27)?
  -90373.3612 eV

=====

- The highest spin multiplicity belongs to which entry?
  C5H14OP